Entry 1:
This record from the Open Molecules 2025 dataset describes a cluster of 8 separate species, C19H14F21N2O21S7 in total. The level of theory is wB97M-V/def2-TZVPD.

- Highest occupied orbital energy: 0.780 eV
- Spin multiplicity: 1
- Net charge: -5

Last column: Löwdin charge in e.
Cartesian coordinates (Å):
1 C -21.5859 -19.2228 5.7373  0.001
2 N -20.2991 -18.7315 6.2131  -0.084
3 C -20.2130 -17.8837 7.2460  0.021
4 C -19.0063 -17.2841 7.5569  0.071
5 C -17.8421 -17.5125 6.7883  -0.097
6 C -17.9690 -18.4874 5.7983  0.069
7 C -19.1793 -19.0722 5.5430  0.004
8 C -16.6456 -16.7561 7.1206  -0.150
9 C -16.6050 -15.3829 6.8721  0.057
10 C -15.5557 -14.6330 7.3773  0.005
11 N -14.5563 -15.2288 8.0465  -0.031
12 C -14.5572 -16.5416 8.3128  0.038
13 C -15.6021 -17.3329 7.8256  0.047
14 C -13.3695 -14.4404 8.5082  0.060
15 H -22.1192 -18.4835 5.1445  0.102
16 H -22.1435 -19.4731 6.6412  0.056
17 H -21.4406 -20.1411 5.1754  0.098
18 H -21.1372 -17.6524 7.7574  0.139
19 H -19.0636 -16.4941 8.2922  0.136
20 H -17.1132 -18.8208 5.2168  0.109
21 H -19.3516 -19.6959 4.6789  0.135
22 H -17.3231 -14.8747 6.2470  0.132
23 H -15.5194 -13.5527 7.2970  0.114
24 H -13.7210 -17.0492 8.7655  0.150
25 H -15.6724 -18.3905 8.0401  0.119
26 H -13.7157 -13.6119 9.1269  0.104
27 H -12.9462 -14.0145 7.6016  0.101
28 H -12.6742 -15.0589 9.0587  0.087
29 C -13.7562 -12.3408 4.2178  -0.682
30 F -14.9220 -12.9803 4.0387  0.100
31 F -12.9225 -13.1213 4.8888  0.123
32 F -13.2193 -12.1034 3.0221  0.113
33 S -14.0864 -10.7963 5.2694  0.470
34 O -14.6699 -11.3108 6.5051  -0.333
35 O -12.7562 -10.2129 5.4059  -0.366
36 O -14.9886 -9.9433 4.4853  -0.379
37 C -16.6966 -10.3311 9.3047  -0.684
38 F -15.4237 -10.2756 8.9700  0.127
39 F -16.8068 -9.6874 10.4706  0.101
40 F -17.3930 -9.6817 8.3787  0.115
41 S -17.2916 -12.1473 9.4210  0.474
42 O -18.4913 -12.0209 10.2557  -0.375
43 O -17.5943 -12.5088 8.0420  -0.353
44 O -16.2348 -12.9419 10.0340  -0.327
45 C -15.2277 -21.0336 3.1832  -0.659
46 F -14.2264 -20.8595 2.3101  0.110
47 F -16.2280 -20.2219 2.7814  0.082
48 F -15.6340 -22.3132 3.1104  0.089
49 S -14.6602 -20.5820 4.9057  0.446
50 O -13.4176 -21.2857 5.1063  -0.307
51 O -14.5219 -19.1200 4.8285  -0.343
52 O -15.7693 -20.9595 5.7765  -0.356
53 C -10.7028 -18.3131 6.1739  -0.673
54 F -11.3709 -19.2594 6.8084  0.137
55 F -11.4894 -17.2497 6.0071  0.116
56 F -9.6629 -17.8998 6.9178  0.090
57 S -10.0319 -18.9335 4.5043  0.451
58 O -9.6409 -20.3326 4.7425  -0.385
59 O -11.1549 -18.7254 3.6019  -0.351
60 O -8.8758 -18.1281 4.1439  -0.386
61 C -24.6498 -18.9316 7.5879  -0.685
62 F -24.5818 -20.0131 6.7847  0.089
63 F -24.1273 -17.9314 6.8828  0.107
64 F -25.9301 -18.6603 7.8203  0.112
65 S -23.7715 -19.1961 9.2316  0.466
66 O -22.4178 -19.6151 8.8879  -0.332
67 O -23.7945 -17.8431 9.7939  -0.345
68 O -24.6611 -20.1123 9.9108  -0.341
69 C -12.2144 -14.9848 12.5099  -0.654
70 F -13.1072 -15.3353 11.5681  0.109
71 F -12.8744 -15.0326 13.6898  0.091
72 F -11.2008 -15.8630 12.5193  0.102
73 S -11.5394 -13.2659 12.2337  0.456
74 O -12.7501 -12.4489 12.1869  -0.341
75 O -10.7094 -13.0175 13.4109  -0.385
76 O -10.7269 -13.4166 11.0207  -0.361
77 C -17.4615 -17.3498 11.1103  -0.636
78 F -18.7747 -17.4431 11.4105  0.094
79 F -17.3737 -16.5426 10.0410  0.110
80 F -16.8649 -16.7543 12.1447  0.129
81 S -16.8166 -19.0817 10.7242  0.464
82 O -15.3750 -18.9776 10.5107  -0.339
83 O -17.1817 -19.8270 11.9217  -0.352
84 O -17.5374 -19.3905 9.5020  -0.337

***

Entry 2:
This record from the Open Molecules 2025 dataset describes the molecule C21H24ClN3O5S. The level of theory is wB97M-V/def2-TZVPD.

- Highest occupied orbital energy: -8.133 eV
- SMILES: O=C(Nc1ccc(N2CCOCC2)c(Cl)c1)c1ccc(S(=O)(=O)N2CCOCC2)cc1
- Spin multiplicity: 1

Last column: Löwdin charge in e.
Cartesian coordinates (Å):
1 O -1.3324 2.9841 3.6499  0.090
2 C -1.3875 2.0947 2.8264  -0.437
3 N -2.5396 1.3983 2.6233  0.142
4 C -2.7676 0.2563 1.8449  -0.255
5 C -4.0023 0.0857 1.2271  -0.017
6 C -4.2557 -1.0350 0.4643  -0.011
7 C -3.2931 -2.0313 0.2651  -0.250
8 N -3.5171 -3.1264 -0.5559  -0.121
9 C -4.5691 -3.0624 -1.5496  -0.153
10 C -4.2431 -4.0851 -2.6450  -0.192
11 O -4.1379 -5.3873 -2.1244  -0.129
12 C -3.1330 -5.4470 -1.1375  -0.190
13 C -3.4235 -4.4664 -0.0013  -0.162
14 C -2.0505 -1.8316 0.8873  -0.550
15 Cl -0.7320 -2.9267 0.6356  0.742
16 C -1.8019 -0.7327 1.6859  -0.053
17 C -0.2250 1.7434 1.9522  -0.155
18 C 1.0176 1.5239 2.5379  0.004
19 C 2.1110 1.2208 1.7440  -0.040
20 C 1.9528 1.1668 0.3731  -0.271
21 S 3.3506 0.8025 -0.6827  0.677
22 O 4.4677 0.4052 0.1270  -0.278
23 O 2.9306 -0.0645 -1.7420  -0.277
24 N 3.6082 2.3270 -1.3600  -0.235
25 C 4.2197 3.2518 -0.4271  -0.178
26 C 4.2665 4.6361 -1.0795  -0.186
27 O 4.9577 4.6057 -2.3039  -0.126
28 C 4.3653 3.6948 -3.2010  -0.185
29 C 4.3425 2.2845 -2.6126  -0.174
30 C 0.7327 1.4176 -0.2255  -0.029
31 C -0.3640 1.7050 0.5662  -0.008
32 H -3.3407 1.7652 3.1240  0.161
33 H -4.7716 0.8332 1.3530  0.115
34 H -5.2299 -1.1472 0.0163  0.107
35 H -4.5962 -2.0648 -1.9897  0.129
36 H -5.5546 -3.3029 -1.1192  0.132
37 H -5.0397 -4.1156 -3.3903  0.126
38 H -3.2979 -3.7977 -3.1298  0.130
39 H -3.1250 -6.4740 -0.7697  0.128
40 H -2.1555 -5.2071 -1.5807  0.127
41 H -2.6354 -4.5149 0.7460  0.078
42 H -4.3800 -4.7428 0.4721  0.135
43 H -0.8432 -0.6459 2.1697  0.111
44 H 1.1122 1.5832 3.6115  0.128
45 H 3.0832 1.0177 2.1650  0.118
46 H 3.6096 3.2781 0.4773  0.122
47 H 5.2350 2.9216 -0.1662  0.132
48 H 4.8016 5.3425 -0.4433  0.130
49 H 3.2365 4.9895 -1.2395  0.130
50 H 4.9687 3.7243 -4.1091  0.130
51 H 3.3362 4.0103 -3.4284  0.130
52 H 3.8290 1.5839 -3.2699  0.120
53 H 5.3728 1.9384 -2.4465  0.138
54 H 0.6619 1.3682 -1.2998  0.121
55 H -1.3246 1.9011 0.1143  0.129

***

Entry 3:
This record from the Open Molecules 2025 dataset describes a cluster of 2 separate species, C4H6Cl2NO3 in total. The level of theory is wB97M-V/def2-TZVPD.

- Highest occupied orbital energy: -3.181 eV
- Spin multiplicity: 1
- Net charge: -1

Last column: Löwdin charge in e.
Cartesian coordinates (Å):
1 C -1.6100 2.0815 0.3488  -0.434
2 C -0.4943 -1.1442 -0.8238  -0.043
3 C -0.5842 1.1031 0.0788  -0.104
4 C -0.8097 -0.3415 0.4027  -0.398
5 N 2.4193 -0.6853 0.3534  -1.194
6 O -1.6541 1.5436 -0.8525  0.115
7 O -2.1344 2.9388 1.0218  0.109
8 O 0.0647 -0.6523 1.5039  -0.048
9 Cl 3.6826 -1.7307 0.5716  0.303
10 Cl 2.7718 0.6281 -0.7437  0.304
11 H -0.7484 -0.5091 -1.6579  0.064
12 H 0.6820 -1.1961 -0.7787  0.084
13 H -1.0361 -2.0814 -0.9896  0.078
14 H 0.4226 1.3487 -0.2256  0.081
15 H -1.8247 -0.3343 0.6751  0.126
16 H 0.8529 -0.9688 1.1156  -0.042

***

Entry 4:
This record from the Open Molecules 2025 dataset describes a structure of composition C4H6O2P. The level of theory is wB97M-V/def2-TZVPD.

- Highest occupied orbital energy: -4.037 eV
- Spin multiplicity: 1
- Net charge: -1

Last column: Löwdin charge in e.
Cartesian coordinates (Å):
1 C -0.2698 -2.0385 0.0823  -0.022
2 C -0.6126 -0.7888 -0.2920  -0.302
3 C 0.6314 0.6330 1.2735  -0.664
4 C 0.3126 0.2726 -0.3066  -0.508
5 O 0.3544 1.8677 1.3949  -0.220
6 O 1.1294 -0.1300 2.1475  -0.068
7 P -0.5195 1.8947 -0.6734  0.785
8 H -1.0640 -2.7193 0.5483  0.063
9 H 0.7769 -2.3714 0.0711  0.052
10 H -1.6221 -0.5567 -0.2070  0.062
11 H 1.1666 -0.0218 -0.8073  0.081
12 H -0.8231 1.3196 -1.9417  -0.148
13 H 0.5398 2.6388 -1.2895  -0.110

***

Going through the records in order, we get max |F| values of 0.051; 0.020; 0.076; 0.074 Eh/bohr.